59
Properties=species:S:1:pos:R:3:forces:R:3 method="wB97M-V/def2-TZVPD" e_tot_ha=-2622.8730 total_charge=+3 de_lowest_kcal_mol=3.4 max_force_ev_per_a=2.9
Ti 0.79647 -1.03405 -0.23160 -0.05 -1.40 2.26
O -1.32509 -3.81922 0.41095 0.60 0.82 -0.16
C -1.12531 -2.68659 0.81614 -1.31 -1.60 0.02
O 0.11120 -2.25646 1.12999 -0.15 1.38 -1.20
C -2.31156 -1.70598 0.95269 2.81 0.19 0.21
P -1.42825 -0.05025 0.51533 -2.52 -0.42 0.17
C -1.17405 0.85090 2.05012 -0.40 0.02 -0.42
C -1.02823 2.23092 1.90386 0.88 0.29 -0.52
C -0.85008 3.00523 3.02273 0.34 1.82 -0.34
C -0.90773 2.47492 4.29055 -0.29 -0.14 0.31
C -1.20449 1.13417 4.45048 -0.39 -1.48 0.65
C -1.34758 0.31200 3.31480 0.70 -0.40 0.90
C -2.67940 0.98573 -0.35482 -0.68 -1.64 -1.44
C -2.92918 0.94209 -1.77000 2.32 -0.42 1.62
C -3.88889 1.73271 -2.29443 -1.41 0.40 -2.37
C -4.83911 2.39496 -1.54574 1.36 0.12 1.65
C -4.64579 2.35618 -0.15137 -1.97 0.16 -0.27
C -3.68167 1.54463 0.43520 0.70 0.79 1.35
H -2.65363 -1.80237 1.99271 -0.13 0.48 -0.30
H -3.05683 -2.06348 0.26192 -0.40 0.41 -0.20
H -0.98302 2.69677 0.91683 -0.07 -0.15 0.27
H -0.65167 4.09933 2.94699 -0.27 -1.01 -0.20
H -0.76611 3.17174 5.10093 -0.01 -0.27 0.41
H -1.35090 0.64244 5.45077 0.27 0.81 -1.08
H -1.49148 -0.76756 3.45313 -0.05 0.55 0.02
H -2.33211 0.32419 -2.44826 0.15 0.38 0.29
H -3.96579 1.84637 -3.38566 0.02 -0.45 0.45
H -5.62723 2.93877 -2.03519 -0.13 0.26 0.17
H -5.37524 2.91771 0.45904 0.55 -0.58 -0.10
H -3.63739 1.41141 1.55135 -0.14 0.50 -1.28
N 2.40641 -0.86184 1.38353 -0.59 -0.45 -2.27
C 3.54070 -0.30427 0.62806 -0.34 0.29 1.05
C 4.85632 -0.53257 0.97275 -0.19 1.03 -0.57
C 5.86417 0.25505 0.34017 -1.54 0.19 -1.08
C 5.49523 1.11855 -0.67421 0.01 0.29 0.29
C 4.13115 1.34985 -1.08205 0.23 -1.06 0.86
C 3.65362 2.19432 -2.07859 -1.71 0.35 -0.31
C 2.26006 2.25781 -2.36588 0.97 0.27 0.33
C 1.33903 1.45973 -1.71563 0.59 -0.43 0.32
N 1.79766 0.56846 -0.78094 0.44 1.50 0.03
C 3.14304 0.60485 -0.39399 -0.08 -1.16 -0.11
H 1.99931 -0.27170 2.10109 0.34 0.27 0.25
H 2.54375 -1.79580 1.74617 0.25 -0.13 0.24
H 5.12239 -1.25338 1.72575 -0.03 -0.08 0.30
H 6.89792 0.20784 0.60495 0.39 -0.32 0.21
H 6.28593 1.66821 -1.15792 0.00 0.24 -0.19
H 4.28945 2.87332 -2.61594 0.39 0.03 -0.19
H 1.91015 2.99370 -3.06703 -0.06 0.05 -0.26
H 0.24834 1.51276 -1.92437 0.88 -0.18 0.17
N -1.11096 -4.35374 -2.52368 -0.35 -1.30 -1.28
C 0.32329 -4.09354 -2.45727 2.36 -0.99 -1.00
C 0.62575 -2.76655 -1.83434 0.47 -0.47 0.37
O 1.75777 -2.53673 -1.29307 -1.48 0.49 -0.43
O -0.30109 -1.88967 -1.75294 0.58 0.13 0.13
H -1.51952 -4.11075 -1.63618 -0.58 -0.26 1.21
H -1.28889 -5.39588 -2.75881 0.01 2.07 0.32
H -1.53047 -3.71049 -3.20485 -0.27 -0.55 -0.17
H 0.78338 -4.09678 -3.50436 -0.64 -0.07 1.28
H 0.82625 -4.91796 -1.88985 -0.37 0.83 -0.36